Entry 1:
The following is a DFT calculation (ωB97M-V/def2-TZVPD) of a structure of composition C35H20CuF9N2O4PS2.

```
! RIJCOSX wB97M-V def2-TZVPD def2/J DEFGRID3
* xyz -1 1
Cu 0.06 -2.36 -0.01
S -0.18 -3.71 -2.12
C 1.49 -3.43 -1.97
N 1.99 -2.75 -0.97
C 3.36 -2.61 -1.05
C 4.16 -1.91 -0.15
C 5.51 -1.79 -0.41
C 6.08 -2.37 -1.54
C 5.30 -3.08 -2.44
C 3.94 -3.20 -2.19
S 2.69 -3.96 -3.14
H 3.70 -1.46 0.72
H 6.14 -1.23 0.28
H 7.14 -2.26 -1.73
H 5.75 -3.52 -3.32
O -0.52 -2.64 4.12
C -0.82 -2.51 2.93
O -0.10 -2.81 1.93
C -2.16 -1.80 2.65
C -2.68 -0.98 3.64
C -3.85 -0.26 3.44
C -4.54 -0.37 2.24
C -4.03 -1.24 1.29
C -2.86 -1.95 1.46
N -4.79 -1.41 0.04
O -4.46 -2.30 -0.72
O -5.69 -0.62 -0.20
H -2.14 -0.91 4.57
H -4.23 0.40 4.21
H -5.45 0.17 2.05
H -2.50 -2.62 0.68
F -4.24 3.74 -4.14
C -4.52 2.47 -3.78
F -4.73 1.78 -4.91
F -5.70 2.51 -3.13
C -3.43 1.87 -2.93
C -3.37 0.49 -2.79
C -2.39 -0.07 -1.99
C -1.48 0.74 -1.32
C -1.54 2.12 -1.48
C -2.51 2.69 -2.28
P -0.22 -0.08 -0.30
C -0.38 0.69 1.34
C 0.50 0.25 2.33
C 0.36 0.67 3.64
C -0.67 1.54 3.97
C -1.57 1.97 3.01
C -1.43 1.55 1.70
C -0.88 1.95 5.40
F -1.33 3.22 5.50
F 0.24 1.87 6.13
F -1.81 1.19 6.02
C 1.33 0.62 -0.96
C 1.75 0.13 -2.19
C 2.94 0.55 -2.76
C 3.73 1.47 -2.08
C 3.31 1.99 -0.87
C 2.12 1.57 -0.31
C 5.04 1.93 -2.65
F 5.01 3.25 -2.95
F 5.38 1.28 -3.77
F 6.05 1.77 -1.77
H -4.09 -0.14 -3.30
H -2.32 -1.15 -1.89
H -0.82 2.76 -0.97
H -2.56 3.76 -2.41
H 1.26 -0.48 2.08
H 1.03 0.29 4.40
H -2.38 2.63 3.28
H -2.15 1.87 0.96
H 1.15 -0.61 -2.71
H 3.27 0.14 -3.70
H 3.93 2.72 -0.35
H 1.80 1.97 0.65
*
```

- ΔE to the lowest compared entry with this formula, charge and spin: 0.00 kcal per mole
- Calculated total energy: -5433.441302 Ha
- Highest occupied orbital energy: -0.188 hartree
- LUMO energy: 1.78 eV



Entry 2:
The following is a DFT calculation (ωB97M-V/def2-TZVPD) of a structure of composition C35H21BrF4N5O10SSn in a non-equilibrium geometry.

```
! RIJCOSX wB97M-V def2-TZVPD def2/J DEFGRID3
* xyz 1 1
Sn 14.99 13.05 8.15
Br 22.26 13.89 9.93
C 21.29 13.43 8.41
C 21.87 13.51 7.10
N 21.04 13.10 6.09
C 19.79 12.68 6.37
C 19.13 12.83 7.59
C 19.94 13.35 8.62
C 17.68 12.81 7.73
O 17.22 13.21 8.84
O 16.88 12.43 6.75
H 22.88 13.86 6.92
H 19.29 12.27 5.45
H 19.47 13.77 9.50
C 9.89 16.72 13.73
C 10.57 15.62 12.98
C 11.96 15.58 12.91
C 12.61 14.56 12.20
C 11.90 13.65 11.41
C 10.51 13.82 11.34
C 9.85 14.69 12.20
S 12.73 12.22 10.75
O 11.91 11.84 9.57
O 12.87 11.14 11.73
O 14.08 12.78 10.37
H 9.04 16.32 14.32
H 9.38 17.48 13.01
H 10.54 17.32 14.38
H 12.54 16.35 13.37
H 13.71 14.41 12.24
H 9.96 13.22 10.67
H 8.81 14.70 12.21
C 13.62 9.88 6.44
C 12.57 10.98 6.19
O 12.77 12.11 7.04
H 13.60 9.07 5.66
H 13.36 9.43 7.45
H 14.67 10.29 6.50
H 11.57 10.55 6.37
H 12.66 11.39 5.21
H 12.35 12.02 7.94
O 15.10 15.17 6.77
C 14.88 15.89 7.77
O 14.65 15.38 8.95
C 15.03 17.38 7.69
C 15.23 18.00 8.94
C 15.32 19.35 9.01
C 15.25 20.09 7.83
O 15.56 21.45 7.60
C 15.59 21.62 6.17
O 15.16 20.39 5.58
C 15.10 19.46 6.59
C 14.92 18.09 6.53
H 15.33 17.30 9.83
H 15.49 19.91 9.97
H 16.67 21.73 5.92
H 14.96 22.47 5.80
H 14.64 17.59 5.60
F 17.05 9.10 10.60
C 18.40 9.19 10.59
C 18.96 10.14 11.41
F 18.07 10.85 12.19
C 20.29 10.61 11.23
C 21.02 9.91 10.29
C 20.53 8.76 9.68
F 21.42 8.00 8.96
C 19.18 8.43 9.73
C 18.58 7.40 8.86
C 17.23 7.34 8.51
N 16.15 7.04 8.08
C 19.31 6.31 8.45
N 19.86 5.34 8.12
F 22.26 10.35 9.89
C 20.75 11.64 12.12
C 20.07 12.79 12.48
N 19.50 13.81 12.71
C 22.04 11.64 12.62
N 23.15 11.73 13.03
*
```

- ΔE to the lowest compared entry with this formula, charge and spin: 69.21 kcal per mole
- Calculated total energy: -5957.906146 Ha
- Highest occupied orbital energy (spin up / spin down): -0.401 / -0.401 hartree
- LUMO energy (spin up / spin down): -8.25 / -8.37 eV



Entry 3:
The following is a DFT calculation (ωB97M-V/def2-TZVPD) of a structure of composition C35H22Cl5N2O7PS2TeW in a non-equilibrium geometry.

```
! RIJCOSX wB97M-V def2-TZVPD def2/J DEFGRID3
* xyz 0 1
W -0.04 -0.09 0.28
O -3.48 -1.30 0.34
S -2.64 -0.33 -0.28
O -2.02 0.71 0.58
O -1.44 -0.88 -0.98
C -3.54 0.62 -1.46
C -4.86 0.38 -1.79
C -5.50 1.27 -2.63
C -4.83 2.39 -3.11
C -3.51 2.61 -2.78
C -2.83 1.71 -1.96
P -1.03 1.85 -1.53
C -1.25 3.56 -0.87
C -1.77 3.69 0.42
C -2.04 4.93 0.95
C -1.78 6.08 0.21
C -1.23 5.96 -1.06
C -0.97 4.71 -1.60
C -0.44 2.19 -3.23
C -1.11 1.78 -4.37
C -0.65 2.15 -5.62
C 0.50 2.91 -5.75
C 1.22 3.26 -4.61
C 0.76 2.89 -3.36
H -5.34 -0.49 -1.38
H -6.54 1.11 -2.90
H -5.35 3.10 -3.74
H -2.98 3.48 -3.16
H -1.97 2.81 1.01
H -2.46 5.01 1.94
H -1.99 7.05 0.63
H -1.02 6.85 -1.64
H -0.56 4.64 -2.59
H -1.99 1.15 -4.30
H -1.20 1.86 -6.50
H 0.84 3.22 -6.72
H 2.14 3.81 -4.70
H 1.33 3.14 -2.48
Cl 4.16 4.51 2.81
C 3.38 3.03 2.42
C 3.95 1.82 2.82
Cl 5.41 1.83 3.71
C 3.33 0.61 2.52
Cl 4.03 -0.88 2.98
C 2.12 0.61 1.83
O 1.39 -0.46 1.53
C 1.55 1.84 1.42
O 0.35 1.69 0.82
C 2.18 3.04 1.71
Cl 1.47 4.51 1.19
Cl -1.69 -7.19 4.42
C -1.40 -5.81 3.42
C -2.27 -4.73 3.48
C -2.01 -3.61 2.72
C -0.88 -3.58 1.90
C -0.03 -4.68 1.83
C -0.30 -5.80 2.58
C -0.55 -2.34 1.18
O 0.27 -2.28 0.23
O -1.10 -1.25 1.51
H -3.14 -4.77 4.13
H -2.65 -2.75 2.74
H 0.84 -4.63 1.19
H 0.35 -6.66 2.54
S -0.47 0.68 3.45
C 0.47 -0.51 4.14
N 1.20 -0.20 5.27
C 2.04 -1.09 5.85
C 2.15 -2.35 5.31
C 1.36 -2.62 4.18
N 0.56 -1.74 3.63
H 1.11 0.75 5.62
H 2.59 -0.76 6.71
H 2.81 -3.09 5.73
H 1.40 -3.58 3.69
Te 1.76 0.01 -1.43
*
```

- ΔE to the lowest compared entry with this formula, charge and spin: 64.13 kcal per mole
- Calculated total energy: -5756.996194 Ha
- Highest occupied orbital energy (spin up / spin down): -0.258 / -0.257 hartree
- LUMO energy (spin up / spin down): -0.84 / -0.84 eV



Entry 4:
The following is a DFT calculation (ωB97M-V/def2-TZVPD) of a structure of composition C35H22ClIMnN2O4PS2 in a non-equilibrium geometry.

```
! RIJCOSX wB97M-V def2-TZVPD def2/J DEFGRID3
* xyz -1 6
Mn -0.07 -0.81 -1.37
O 2.45 -1.43 -1.69
C 1.87 -0.34 -1.70
C 2.60 0.97 -1.84
C 3.97 1.10 -1.98
C 4.54 2.36 -2.11
C 3.73 3.48 -2.11
C 2.35 3.35 -1.99
C 1.77 2.09 -1.85
P -0.05 1.77 -1.81
C -0.42 1.47 -0.04
C -1.85 1.26 0.31
C -2.25 1.04 1.56
C -1.28 0.91 2.69
C 0.19 0.88 2.24
C 0.53 1.42 0.90
C -0.72 3.49 -1.96
C -0.83 4.39 -0.89
C -1.31 5.67 -1.09
C -1.69 6.09 -2.36
C -1.59 5.21 -3.43
C -1.11 3.92 -3.23
H 4.58 0.20 -1.98
H 5.62 2.47 -2.21
H 4.17 4.47 -2.21
H 1.72 4.23 -2.00
H -2.57 1.31 -0.49
H -3.30 0.93 1.79
H -1.53 1.59 3.51
H 0.85 1.25 3.02
H 1.57 1.61 0.66
H -0.53 4.07 0.10
H -1.39 6.36 -0.25
H -2.07 7.09 -2.51
H -1.90 5.52 -4.42
H -1.04 3.23 -4.06
Cl -4.07 -6.57 -1.80
C -3.45 -4.93 -1.84
C -4.32 -3.89 -1.83
C -3.86 -2.56 -1.84
I -5.21 -0.98 -1.77
C -2.51 -2.24 -1.88
O -2.03 -1.05 -1.87
C -1.60 -3.37 -1.91
N -0.28 -3.06 -1.97
C 0.61 -4.01 -1.97
C 0.25 -5.37 -1.91
C -1.07 -5.72 -1.87
C -2.05 -4.71 -1.88
H -5.39 -4.09 -1.79
H 1.65 -3.70 -2.00
H 1.03 -6.13 -1.88
H -1.37 -6.75 -1.82
O -0.98 0.53 5.50
S -0.94 -0.73 4.80
O -1.77 -1.79 5.30
N -1.19 -0.51 3.17
C 0.10 -0.72 2.37
S -0.06 -1.75 0.92
C 1.13 -1.27 3.32
C 2.41 -1.69 3.00
C 3.25 -2.11 4.02
C 2.82 -2.12 5.35
C 1.54 -1.72 5.67
C 0.71 -1.29 4.64
H 2.72 -1.70 1.96
H 4.25 -2.44 3.78
H 3.49 -2.46 6.13
H 1.18 -1.73 6.70
*
```

- ΔE to the lowest compared entry with this formula, charge and spin: 57.52 kcal per mole
- ⟨S²⟩: 8.77
- Calculated total energy: -4804.128160 Ha
- Highest occupied orbital energy (spin up / spin down): -0.145 / -0.183 hartree
- LUMO energy (spin up / spin down): 2.34 / 2.34 eV



Entry 5:
The following is a DFT calculation (ωB97M-V/def2-TZVPD) of a structure of composition C35H23BrIN5NiO5S.

```
! RIJCOSX wB97M-V def2-TZVPD def2/J DEFGRID3
* xyz 0 1
Ni 0.50 -0.13 -0.66
Br 1.42 4.38 5.22
C 1.81 4.99 3.47
C 0.77 5.23 2.58
C 1.06 5.69 1.31
C 2.37 5.91 0.93
C 3.40 5.71 1.84
C 3.12 5.22 3.11
N 2.71 6.52 -0.33
N 2.36 6.01 -1.40
C 1.62 4.77 -1.39
C 0.38 4.72 -1.97
C -0.40 3.56 -1.99
C 0.09 2.38 -1.45
O -0.55 1.25 -1.39
C 1.41 2.42 -0.91
N 1.85 1.22 -0.43
C 3.05 1.13 0.09
C 3.91 2.24 0.15
C 3.50 3.45 -0.33
C 2.20 3.58 -0.87
H -0.26 5.06 2.88
H 0.25 5.88 0.61
H 4.42 5.93 1.56
H 3.92 5.05 3.82
H -0.01 5.63 -2.40
H -1.39 3.57 -2.42
H 3.33 0.15 0.46
H 4.90 2.11 0.57
H 4.16 4.30 -0.30
S -1.59 -3.64 -2.31
C -0.37 -2.50 -1.94
N -0.76 -1.45 -1.30
C -2.13 -1.47 -1.06
C -2.86 -0.48 -0.41
C -4.21 -0.68 -0.23
C -4.84 -1.85 -0.71
C -4.13 -2.82 -1.37
C -2.76 -2.62 -1.54
H 0.66 -2.68 -2.20
H -2.37 0.42 -0.07
H -4.81 0.07 0.27
H -5.90 -1.98 -0.56
H -4.61 -3.71 -1.74
O 0.35 -2.73 1.08
C 1.45 -2.47 0.60
O 1.73 -1.43 -0.13
C 2.61 -3.40 0.81
C 2.45 -4.48 1.66
C 3.49 -5.39 1.90
C 4.67 -5.15 1.26
O 5.83 -5.88 1.31
C 6.77 -5.19 0.50
O 6.11 -4.09 -0.11
C 4.84 -4.07 0.40
C 3.84 -3.18 0.16
H 1.49 -4.61 2.14
H 3.37 -6.23 2.57
H 7.14 -5.86 -0.28
H 7.59 -4.83 1.12
H 3.96 -2.34 -0.51
I -2.34 -1.48 4.97
C -1.46 -0.04 3.74
C -1.38 1.28 4.14
C -0.80 2.19 3.27
C -0.33 1.73 2.05
N -0.40 0.46 1.67
C -0.96 -0.42 2.51
H -1.76 1.60 5.11
H -0.70 3.23 3.54
H 0.12 2.43 1.35
H -0.99 -1.44 2.16
*
```

- ΔE to the lowest compared entry with this formula, charge and spin: 1.64 kcal per mole
- Calculated total energy: -6775.784632 Ha
- Highest occupied orbital energy: -0.281 hartree
- LUMO energy: -0.31 eV



Entry 6:
The following is a DFT calculation (ωB97M-V/def2-TZVPD) of a structure of composition C35H23Cl2I2O2PSSe4Ti.

```
! RIJCOSX wB97M-V def2-TZVPD def2/J DEFGRID3
* xyz -1 2
Ti -0.34 0.13 2.39
Se -0.16 -1.37 4.60
Se -1.94 -0.40 5.74
Se -3.52 -0.32 4.05
Se -2.55 1.30 2.67
I 0.23 3.36 1.15
C -0.33 4.09 -0.75
C -0.40 5.46 -0.79
C -0.75 6.15 -1.96
C -1.02 5.44 -3.08
C -0.96 4.03 -3.08
C -1.22 3.37 -4.30
C -1.16 2.01 -4.38
C -0.87 1.28 -3.22
C -0.63 1.85 -2.00
P -0.31 0.52 -0.68
C 1.26 -0.05 -1.45
C 1.42 -1.08 -2.37
C 2.68 -1.37 -2.89
C 3.79 -0.64 -2.50
C 3.63 0.40 -1.60
C 2.38 0.69 -1.07
C -1.72 -0.57 -1.14
C -2.97 0.04 -0.96
C -4.14 -0.67 -1.13
C -4.09 -2.01 -1.48
C -2.87 -2.63 -1.65
C -1.69 -1.92 -1.48
C -0.63 3.29 -1.90
H -0.16 6.02 0.11
H -0.80 7.23 -1.95
H -1.29 5.94 -4.00
H -1.47 3.97 -5.17
H -1.35 1.49 -5.31
H -0.85 0.20 -3.31
H 0.58 -1.66 -2.70
H 2.78 -2.18 -3.60
H 4.76 -0.87 -2.91
H 4.49 0.99 -1.29
H 2.28 1.49 -0.35
H -3.02 1.08 -0.65
H -5.09 -0.18 -0.97
H -5.01 -2.58 -1.60
H -2.81 -3.69 -1.89
H -0.75 -2.44 -1.55
Cl 2.23 -0.43 2.04
C 3.12 0.81 2.87
C 4.50 0.76 2.71
C 5.30 1.71 3.33
C 4.70 2.70 4.09
C 3.32 2.73 4.23
Cl 2.65 4.01 5.19
C 2.46 1.79 3.63
S 0.73 1.91 3.83
H 4.93 -0.03 2.11
H 6.37 1.68 3.21
H 5.29 3.45 4.59
I -2.91 -8.30 1.98
C -2.08 -6.40 1.71
C -0.98 -6.26 0.87
C -0.43 -4.99 0.70
C -0.99 -3.89 1.34
C -2.08 -4.05 2.18
C -2.63 -5.31 2.37
C -0.40 -2.53 1.12
O 0.65 -2.39 0.49
O -1.07 -1.56 1.65
H -0.55 -7.12 0.37
H 0.43 -4.84 0.06
H -2.49 -3.19 2.68
H -3.48 -5.45 3.03
*
```

- ΔE to the lowest compared entry with this formula, charge and spin: 15.94 kcal per mole
- ⟨S²⟩: 0.76
- Calculated total energy: -14208.803361 Ha
- Highest occupied orbital energy (spin up / spin down): -0.155 / -0.155 hartree
- LUMO energy (spin up / spin down): 2.01 / 2.01 eV



Q: What is the ΔE to the lowest compared entry with this formula, charge and spin in the first record?
A: 0.00 kcal per mole



Q: Look up the calculated total energy of the fourth one.
A: -4804.128160 Ha



Q: What is the ΔE to the lowest compared entry with this formula, charge and spin in the second record?
A: 69.21 kcal per mole